1.
The following is a quantum chemistry calculation of a molecular structure, C19H43CsN5O17S3, from OMol25.

The molar mass is 842.677 u. The value obtained for the LUMO energy is -0.3 eV. The value obtained for the HOMO-LUMO gap is 2.6 eV. The calculation puts the energy relative to the best compared isomer or geometry (same formula, charge and spin) at 210.9 kcal per mole. The total charge is -1.

Each line ends with the Löwdin charge.
Atoms and positions in Å:
Cs: -4.70 4.09 0.45  0.9210
S: -3.18 -2.28 6.70  0.7792
S: 5.78 6.40 -0.10  0.7294
S: -0.26 0.59 -0.65  0.0071
O: 0.54 0.71 -1.88  -0.4868
O: -0.32 1.84 0.11  -0.5035
O: -5.83 -0.76 -6.29  0.0032
O: -3.40 -2.61 5.07  -0.1963
O: 5.19 6.69 1.21  -0.2554
O: 5.84 4.77 -0.33  -0.2018
O: -1.74 -9.05 0.13  0.0595
O: -0.32 4.59 -7.47  0.0004
O: 4.81 -4.91 3.65  -0.0094
O: 6.99 7.04 -0.56  -0.2347
O: -1.32 5.50 4.49  0.0418
O: -2.58 -0.76 6.39  -0.1827
O: 4.57 6.54 -1.21  -0.2184
O: -2.13 -3.16 7.22  -0.2618
O: -1.59 0.14 -0.95  -0.4795
O: -4.51 -2.30 7.36  -0.2726
O: 0.44 -0.41 0.13  -0.4793
N: 0.74 4.69 4.42  0.0284
N: 4.02 -3.06 2.52  -0.0029
N: -5.18 -0.95 -4.22  -0.0149
N: 0.82 3.21 -6.05  0.0078
N: -1.39 -7.47 -1.48  -0.0050
C: -0.13 4.10 -6.35  -0.5577
C: -2.94 -1.58 4.21  -0.1980
C: -0.30 5.24 5.04  -0.6055
C: -2.15 -6.33 -0.97  -0.0623
C: -6.45 -0.97 -3.60  -0.0876
C: 1.94 2.79 -6.90  -0.0573
C: -2.17 -0.66 5.05  -0.2191
C: -1.24 -8.66 -0.89  -0.6072
C: -1.09 4.41 -5.19  0.0002
C: 4.63 4.24 -0.84  -0.1457
C: -0.24 -9.52 -1.58  -0.0202
C: -0.25 5.55 6.54  -0.0084
C: -4.88 -0.85 -5.52  -0.5140
C: 5.23 -2.31 2.42  -0.0803
C: 3.90 -4.30 3.05  -0.5106
C: 1.86 3.99 5.07  -0.0682
C: 2.54 -5.02 2.84  -0.0080
C: 3.70 5.48 -1.18  -0.1928
C: -3.36 -0.84 -5.95  0.0137
H: -3.09 -0.18 -6.77  0.0753
H: -3.73 -1.14 3.59  0.1321
H: 2.25 3.60 -7.55  0.0822
H: -7.24 -0.56 -4.24  0.0828
H: 2.87 5.63 -0.48  0.1280
H: 4.10 3.68 -0.07  0.1292
H: 5.24 -1.79 1.46  0.0851
H: 6.08 -2.98 2.52  0.0865
H: -1.99 -5.45 -1.59  0.0883
H: 0.68 -8.98 -1.79  0.0796
H: -0.91 3.70 -4.38  0.0778
H: -2.26 -2.05 3.49  0.1445
H: 4.68 3.57 -1.71  0.1307
H: -0.58 -9.70 -2.60  0.0788
H: -3.20 -6.56 -1.13  0.0785
H: -2.89 -1.82 -5.95  0.0754
H: 0.63 4.46 3.45  0.1477
H: 1.87 -4.90 3.69  0.0726
H: -0.88 6.43 6.72  0.0761
H: -0.88 5.41 -4.82  0.0742
H: 2.02 -4.75 1.92  0.0699
H: -6.38 -0.39 -2.68  0.0804
H: -1.11 -0.81 4.87  0.1414
H: 2.73 4.64 5.20  0.0797
H: 5.22 -1.48 3.12  0.0796
H: -2.79 -0.40 -5.13  0.0678
H: 0.76 2.71 -5.17  0.1366
H: 2.68 -6.10 2.76  0.0708
H: -2.37 0.31 4.60  0.1376
H: 1.58 3.44 5.97  0.0848
H: 3.32 5.44 -2.20  0.1309
H: -4.38 -0.90 -3.60  0.1410
H: -0.62 4.69 7.10  0.0804
H: 0.69 5.80 7.02  0.0680
H: -0.89 -7.24 -2.32  0.1339
H: -2.10 4.47 -5.60  0.0769
H: 2.21 3.27 4.33  0.0880
H: 2.77 2.35 -6.34  0.0811
H: 1.58 1.96 -7.49  0.0785
H: -6.77 -1.98 -3.34  0.0822
H: 3.19 -2.65 2.10  0.1451
H: -1.96 -6.15 0.08  0.0896
H: -0.06 -10.43 -1.00  0.0863

2.
The following is a quantum chemistry calculation of 2 unconnected molecules or ions with the total composition C5H14NS, from OMol25.

The molar mass is 120.241 u. The value obtained for the LUMO energy is -3.6 eV. The value obtained for the HOMO-LUMO gap is 9.8 eV. The calculation puts the energy relative to the best compared isomer or geometry (same formula, charge and spin) at 40.4 kcal per mole. The total charge is +1.

Each line ends with the Löwdin charge.
Atoms and positions in Å:
S: 2.70 -0.54 0.18  0.5532
N: -0.68 -0.46 0.21  -0.1556
C: -0.20 1.22 -1.41  -0.0321
C: -0.98 -1.22 1.38  -0.0084
C: -0.75 -1.37 -0.98  -0.0216
C: -0.26 1.70 1.17  0.0326
C: -0.37 0.74 0.00  -0.3220
H: -0.55 2.31 -1.66  0.1457
H: -1.64 -2.00 1.07  0.0940
H: -1.31 -0.42 2.19  0.1365
H: 3.26 -1.01 -0.90  -0.2129
H: -0.66 2.63 0.69  0.1152
H: -0.84 0.73 -2.08  0.0519
H: -1.82 -1.72 -1.40  0.1640
H: 3.83 0.03 0.65  -0.1703
H: 0.83 1.14 -1.86  0.1217
H: -0.88 1.33 2.04  0.1016
H: -0.03 -1.70 1.78  0.1295
H: -0.18 -0.90 -1.82  0.0801
H: -0.20 -2.32 -0.71  0.1215
H: 0.74 1.84 1.46  0.0753

3.
The following is a quantum chemistry calculation of 3 unconnected molecules or ions with the total composition C48H53ClFIN4O6P, from OMol25.

The molar mass is 994.303 u. The value obtained for the LUMO energy is -2.7 eV. The value obtained for the HOMO-LUMO gap is 7.6 eV. The total charge is +1.

Each line ends with the Löwdin charge.
Atoms and positions in Å:
I: 3.01 3.55 -0.79  0.9744
Cl: 3.05 1.28 -3.65  0.2400
P: 2.06 -0.13 -2.42  0.6915
F: 1.02 0.33 4.68  -0.0332
O: -7.37 -5.31 -6.98  0.1135
O: 0.61 -4.69 -0.25  -0.2091
O: 9.81 3.46 3.73  0.1139
O: 3.24 -1.34 -2.24  -0.3431
O: -6.75 -3.08 -2.17  0.0918
O: 4.79 5.26 3.51  0.0984
N: 0.84 -0.13 0.17  -0.0266
N: 0.57 2.53 0.56  -0.0627
N: 3.19 0.60 -0.09  -0.0100
N: -3.80 2.41 -0.11  -0.1558
C: 1.29 2.13 -0.68  -0.6998
C: -4.34 0.45 1.08  -0.0678
C: 1.87 -0.42 2.55  -0.0835
C: -4.77 -4.82 -3.03  -0.0105
C: -8.04 -3.20 -4.14  -0.0852
C: 1.76 -2.03 4.64  -0.0341
C: -7.22 -4.78 -5.90  -0.2766
C: 5.93 4.84 3.59  -0.2770
C: -6.89 -3.56 -3.28  -0.2794
C: -6.05 -5.12 -5.05  -0.0781
C: 6.63 6.78 4.97  0.0018
C: 1.81 0.63 -0.68  -0.5616
C: -10.17 -2.45 -5.76  -0.0503
C: -1.22 2.34 -1.58  -0.1848
C: 6.97 1.16 1.70  -0.0521
C: -3.83 -5.72 -3.49  -0.0637
C: 0.34 2.54 -1.87  -0.2426
C: 7.62 3.09 2.98  -0.0768
C: -3.55 1.67 1.02  -0.1562
C: 1.09 -0.84 3.87  -0.3396
C: 8.89 6.98 5.78  -0.0487
C: -5.89 -4.52 -3.80  -0.0871
C: 8.28 5.11 4.41  -0.0835
C: -3.09 3.69 -0.28  -0.1350
C: 9.24 5.80 5.14  0.0051
C: 7.59 7.47 5.69  -0.0507
C: -4.73 1.75 -0.91  -0.0739
C: -8.98 -2.28 -3.68  -0.0003
C: -10.04 -1.90 -4.49  -0.0532
C: -0.80 -4.51 -0.07  -0.1985
C: -1.98 3.72 -1.39  -0.1542
C: -0.30 -2.10 -1.06  -0.1605
C: 0.84 -1.62 -0.05  -0.1324
C: -8.19 -3.77 -5.41  -0.0822
C: 6.97 5.59 4.33  -0.0859
C: -5.11 -6.04 -5.51  0.0074
C: 1.06 1.87 1.78  -0.1309
C: -9.25 -3.38 -6.22  0.0040
C: 6.30 3.55 2.95  -0.0776
C: 1.30 -4.88 0.98  -0.1221
C: -5.07 0.54 -0.22  -0.0927
C: 5.65 1.61 1.69  -0.0765
C: 5.32 2.80 2.30  -0.0276
C: -1.32 -3.04 -0.34  -0.1480
C: -4.00 -6.34 -4.73  -0.0528
C: 7.95 1.90 2.34  0.0058
C: 0.84 0.30 1.61  -0.1875
C: 8.66 3.86 3.71  -0.2766
H: 1.41 -5.97 1.25  0.1045
H: 0.78 -4.40 1.86  0.0843
H: -4.63 -4.35 -2.06  0.1109
H: 0.04 -1.16 3.65  0.1413
H: 8.98 1.55 2.36  0.1244
H: -10.76 -1.18 -4.13  0.1095
H: 0.47 3.65 -1.99  0.0735
H: 4.89 1.03 1.19  0.0548
H: -5.12 2.12 -1.88  0.1182
H: -1.45 1.65 -0.73  0.0793
H: 0.99 -2.45 5.34  0.0927
H: 10.25 5.43 5.21  0.1235
H: -1.31 -5.20 -0.79  0.1209
H: 2.34 -4.44 0.96  0.0922
H: -9.36 -3.81 -7.21  0.1233
H: 9.64 7.52 6.36  0.1112
H: 2.64 0.32 2.91  0.1297
H: -0.83 -1.24 -1.55  0.1129
H: 2.63 -1.67 5.25  0.0958
H: -8.87 -1.85 -2.69  0.1200
H: 5.62 7.16 4.91  0.1213
H: -2.59 3.94 0.70  0.1230
H: -3.26 -7.05 -5.09  0.1093
H: -1.22 4.48 -1.06  0.1072
H: 7.33 8.40 6.19  0.1104
H: 1.84 -2.05 -0.30  0.1234
H: 0.77 3.53 0.64  0.0771
H: -1.09 -4.86 0.96  0.1254
H: 0.45 2.21 2.65  0.1435
H: 2.44 -1.26 2.11  0.1151
H: -2.96 -5.95 -2.89  0.0941
H: -2.87 1.85 1.88  0.1097
H: -10.99 -2.15 -6.40  0.1105
H: -5.77 -0.28 -0.50  0.0868
H: -3.87 4.49 -0.41  0.1325
H: -2.43 4.05 -2.36  0.1157
H: 0.22 -2.65 -1.89  0.1195
H: -0.21 0.12 1.97  0.1607
H: -1.67 1.87 -2.50  0.1168
H: 0.55 2.10 -2.87  0.0610
H: -0.08 0.18 -0.19  0.1552
H: 7.23 0.23 1.21  0.1069
H: 3.87 0.63 -0.86  0.0458
H: 2.05 -2.84 3.93  0.0752
H: -1.58 -2.56 0.65  0.1141
H: 3.34 -0.35 0.29  0.0818
H: -4.38 -0.33 1.87  0.0875
H: 0.54 -2.12 0.91  0.1222
H: 3.43 -1.61 -3.16  0.0612
H: 2.13 2.14 1.96  0.0989
H: -2.28 -3.10 -0.91  0.1129
H: 4.29 3.15 2.29  0.0798
H: -5.24 -6.52 -6.47  0.1238

4.
The following is a quantum chemistry calculation of a molecular structure, C25H29BrI2N7O5SV, from OMol25.

The expectation value of S² is 0.7992. The multiplicity is 2. The molar mass is 924.274 u. The value obtained for the LUMO energy (alpha / beta) is -3.2 / -3.2 eV. The value obtained for the HOMO-LUMO gap (alpha / beta) is 7.8 / 7.9 eV. The calculation puts the energy relative to the best compared isomer or geometry (same formula, charge and spin) at 53.6 kcal per mole. The total charge is +1.

Each line ends with the Löwdin charge.
Atoms and positions in Å:
I: 2.83 -3.41 -0.01  0.8796
I: 3.21 0.02 -1.22  0.8837
Br: -0.25 -3.95 4.38  0.7594
V: -0.77 -0.19 -1.46  0.9138
S: -0.14 1.33 1.58  0.8730
O: -1.00 2.32 2.12  -0.2163
O: -1.45 -2.24 -1.69  0.0097
O: 0.50 -0.62 -3.12  -0.0701
O: 0.34 -1.62 -0.61  -0.2042
O: 0.87 1.99 0.51  -0.1816
N: -0.16 1.39 -1.41  0.0532
N: -2.94 -0.19 1.75  0.1805
N: 0.77 -0.57 -5.35  0.2225
N: -0.86 0.20 0.77  -0.1133
N: -2.60 -0.07 -0.59  0.0332
N: -2.02 -5.39 0.96  0.0877
N: 3.71 -0.97 5.35  0.1471
C: 0.14 -0.21 -4.23  -0.4863
C: -0.76 4.44 -1.19  -0.0155
C: -1.59 -5.24 2.20  -0.1649
C: 3.90 -2.02 -1.23  -1.0706
C: 1.00 0.65 2.72  -0.2922
C: 1.55 4.47 -0.23  -0.0273
C: -0.58 -3.13 1.68  -0.0704
C: -1.05 0.69 -4.31  -0.1497
C: -1.00 -3.32 0.36  -0.1133
C: 1.99 0.62 4.89  -0.0041
C: 1.18 3.77 -2.61  -0.0204
C: -2.19 0.00 0.69  -0.4587
C: 0.61 3.74 -1.19  -0.5225
C: 2.63 -1.02 3.22  -0.0137
C: 0.39 2.30 -0.77  -0.3801
C: 1.75 -0.45 2.33  -0.1048
C: -3.85 -0.48 -0.80  -0.0529
C: -0.87 -4.12 2.60  -0.6455
C: 2.78 -0.48 4.51  -0.2976
C: -1.95 0.23 -3.17  -0.1746
C: -4.70 -0.74 0.26  -0.0003
C: -1.74 -4.47 0.07  -0.0645
C: 1.09 1.17 4.00  -0.0367
C: -4.20 -0.56 1.54  -0.0709
C: -0.69 -2.34 -0.72  -0.6465
H: -4.16 -0.59 -1.83  0.1286
H: 1.13 4.49 0.77  0.0892
H: -0.07 -2.23 1.98  0.0871
H: 0.47 2.01 4.26  0.1217
H: 3.85 -2.38 -2.25  -0.0408
H: -1.55 0.64 -5.29  0.1252
H: 1.63 -0.84 1.33  0.0306
H: 3.79 -0.61 6.29  0.1124
H: 4.23 -1.79 5.12  0.1117
H: 2.18 3.33 -2.64  0.0872
H: 2.52 3.98 -0.20  0.0931
H: -1.47 3.91 -1.82  0.0867
H: 0.44 -0.29 -6.25  0.1239
H: -2.42 -0.72 -3.46  0.0762
H: -0.65 5.45 -1.56  0.0955
H: -1.17 4.49 -0.18  0.0907
H: 1.56 -1.21 -5.31  0.1319
H: 1.69 5.49 -0.57  0.0983
H: 2.08 1.02 5.88  0.1183
H: -2.08 -4.65 -0.94  0.1269
H: -1.83 -6.04 2.89  0.1112
H: 3.22 -1.88 2.95  0.0903
H: 0.54 3.21 -3.29  0.0637
H: -4.79 -0.73 2.42  0.1236
H: -5.71 -1.06 0.09  0.1126
H: -2.73 0.97 -2.99  0.0740
H: -0.72 1.72 -4.14  0.1044
H: 4.92 -2.03 -0.87  -0.0440
H: 1.25 4.80 -2.95  0.0960